1.
Formula: C3H8N3
Source: the Open Molecules 2025 dataset
Level of theory: ωB97M-V with the def2-TZVPD basis set

The geometry in ORCA input format:
```
! RIJCOSX wB97M-V def2-TZVPD def2/J DEFGRID3
* xyz 1 1
C -0.16580 -1.34608 -0.93402
N -0.05842 -1.38588 0.34262
C -0.67195 -0.29216 1.13493
N -0.22489 0.99674 0.59485
C 0.92335 1.33998 -0.10369
N -0.26265 1.07676 -0.82822
H 0.56748 -1.86115 -1.54062
H -1.03416 -0.87278 -1.35686
H 0.92483 -1.61608 0.54902
H -1.72230 -0.20921 1.23235
H -0.35708 -0.56421 2.20596
H 1.22582 2.33620 -0.00553
H 1.77745 0.58270 -0.28156
H -0.92169 1.81517 -1.00924
*
```

Its lowest unoccupied orbital energy is -4.77 eV. As for the maximum force: 3.42 eV/A. As for the HOMO energy: -14.61 eV. For the HOMO-LUMO gap, the calculation gives 9.84 eV. Its structure (SMILES) is C=[NH+]CN1CN1.

2.
Formula: C4H5O2P
Source: the Open Molecules 2025 dataset
Level of theory: ωB97M-V with the def2-TZVPD basis set

The geometry in ORCA input format:
```
! RIJCOSX wB97M-V def2-TZVPD def2/J DEFGRID3
* xyz 0 1
O -1.38026 2.11847 -0.58798
C -0.84283 1.16385 -0.07285
C -0.87541 -0.38898 -0.28886
C 0.25337 -0.55678 0.61385
C 0.32868 0.94910 0.91997
P 1.77896 0.47858 -0.22189
O 3.18811 0.94178 -0.06985
H -0.67784 -0.53835 -1.31992
H -1.71454 -1.12923 -0.05584
H 0.45558 -1.40405 1.26592
H 0.42524 1.24532 1.94730
H 1.30258 1.02054 -1.35206
*
```

Its lowest unoccupied orbital energy is -0.14 eV. As for the maximum force: 3.57 eV/A. As for the HOMO energy: -9.37 eV. For the HOMO-LUMO gap, the calculation gives 9.22 eV. Its structure (SMILES) is O=C1C[C@@H]2[C@H]1[P@H]2=O.

3.
Formula: C43H66BN7O3PbS2
Source: the Open Molecules 2025 dataset
Level of theory: ωB97M-V with the def2-TZVPD basis set

The geometry in ORCA input format:
```
! RIJCOSX wB97M-V def2-TZVPD def2/J DEFGRID3
* xyz 1 2
Pb 0.11059 0.80192 0.70415
C -4.26093 2.41301 2.53271
C -3.46812 1.10455 2.50692
C -2.12646 1.27474 3.20241
C -3.36776 0.53441 1.11697
C -4.42476 0.33188 0.22541
C -3.87960 -0.28013 -0.88501
C -4.63591 -0.52027 -2.16559
C -4.00661 0.25771 -3.32490
C -4.91034 -1.98075 -2.52103
N -2.55693 -0.46470 -0.64737
N -2.24617 0.06640 0.57592
B -1.51248 -1.37792 -1.38575
N -0.56007 -0.51464 -2.27452
N -0.01354 0.62879 -1.74451
C 0.57406 1.30024 -2.73926
C 0.39614 0.59506 -3.92459
C -0.31150 -0.54745 -3.60992
C -0.53141 -1.61589 -4.66341
C 0.70407 -2.52660 -4.71314
C -1.81691 -2.43424 -4.69340
C 1.33981 2.59898 -2.66293
C 2.85999 2.39672 -2.68668
C 0.94564 3.52756 -1.52594
N -0.71836 -2.20957 -0.31427
N 0.06277 -1.57268 0.61144
C 0.57340 -2.49203 1.43137
C 0.12500 -3.74651 1.03128
C -0.70103 -3.54098 -0.05630
C -1.37672 -4.68162 -0.77325
C -0.63829 -5.03141 -2.06655
C -2.88203 -4.55401 -0.98354
C 1.38726 -2.25240 2.67819
C 2.53753 -1.26709 2.53565
C 0.49087 -1.89369 3.86328
H -4.48996 2.69458 3.56121
H -5.20427 2.32654 1.99378
H -3.67981 3.22271 2.08836
H -4.04561 0.36591 3.07456
H -1.54035 2.07347 2.74038
H -1.55409 0.34829 3.19266
H -2.27638 1.55065 4.24784
H -5.45963 0.60280 0.35450
H -5.61056 -0.06567 -1.96888
H -2.95556 0.00009 -3.45572
H -4.06297 1.33268 -3.14775
H -4.53061 0.04233 -4.25772
H -4.04836 -2.45379 -2.98198
H -5.73316 -2.03036 -3.23552
H -5.19108 -2.55876 -1.64077
H -2.08987 -2.12610 -2.09304
H 0.75313 0.87461 -4.90253
H -0.52828 -1.03692 -5.59123
H 0.81277 -3.09647 -3.79032
H 1.61508 -1.94490 -4.85477
H 0.61488 -3.23691 -5.53616
H -1.88878 -3.14300 -3.87247
H -1.83043 -3.00901 -5.62082
H -2.70145 -1.80145 -4.68561
H 1.07891 3.10715 -3.59668
H 3.23998 2.14187 -1.69699
H 3.34265 3.32162 -3.00494
H 3.15465 1.59881 -3.36723
H 1.11806 3.08011 -0.54440
H -0.10082 3.81516 -1.59175
H 1.54976 4.43504 -1.56673
H 0.34627 -4.69396 1.49438
H -1.23186 -5.51704 -0.08359
H -0.56675 -4.16008 -2.71408
H -1.16612 -5.81508 -2.61214
H 0.37466 -5.37900 -1.85950
H -3.12002 -3.93838 -1.84376
H -3.37511 -4.12491 -0.10968
H -3.30518 -5.54366 -1.16054
H 1.85360 -3.21943 2.89330
H 1.90689 0.53361 3.11462
H 3.18030 -1.54615 1.70234
H 3.14243 -1.29170 3.44670
H 0.03756 -0.91368 3.72756
H 1.07572 -1.85790 4.78439
H -0.30891 -2.62339 3.98840
O 0.88650 1.40298 4.46078
N 0.88214 2.56699 4.95841
C 0.49098 2.70860 6.26336
C 0.46970 3.92573 6.87051
C 0.85428 5.07990 6.15909
C 1.23744 4.94949 4.86032
C 1.25920 3.68967 4.20029
S 1.68513 3.51207 2.60286
H 0.22199 1.77595 6.73368
H 0.15785 3.98250 7.90347
H 0.84365 6.04778 6.63895
H 1.53996 5.80009 4.26738
C 8.38082 -0.78857 1.75482
C 7.04798 -0.71931 1.06209
C 6.26960 0.43555 1.11219
C 5.03040 0.49468 0.50074
C 4.53564 -0.60884 -0.19158
C 5.30051 -1.76688 -0.25309
C 6.54146 -1.81161 0.36932
S 2.94224 -0.42844 -0.92809
C 2.56087 -2.08553 -1.49936
O 2.09382 0.06263 2.28564
H 8.82985 0.19983 1.84563
H 9.07535 -1.42862 1.21155
H 8.27603 -1.19764 2.76191
H 6.64097 1.30560 1.64101
H 4.43651 1.39899 0.56828
H 4.94599 -2.63915 -0.78433
H 7.12805 -2.72070 0.30544
H 3.25622 -2.40505 -2.27373
H 1.56264 -2.01687 -1.92778
H 2.54014 -2.80357 -0.67888
C -2.73091 3.16166 -1.26878
C -2.17154 3.85799 -0.06182
C -2.58840 5.28058 0.17212
O -1.42032 3.28703 0.70646
H -2.89635 3.85032 -2.09713
H -3.69822 2.73641 -0.98500
H -2.08244 2.33904 -1.56997
H -2.24123 5.90020 -0.65774
H -2.17857 5.64983 1.10834
H -3.67846 5.35096 0.18115
*
```

Its lowest unoccupied orbital energy (spin up / spin down) is -2.19 / -4.83 eV. As for the maximum force: 0.15 eV/A. As for the HOMO energy (spin up / spin down): -9.79 / -9.79 eV. For the HOMO-LUMO gap (spin up / spin down), the calculation gives 7.61 / 4.97 eV.

4.
Formula: C4H7ClOS
Source: the Open Molecules 2025 dataset
Level of theory: ωB97M-V with the def2-TZVPD basis set

The geometry in ORCA input format:
```
! RIJCOSX wB97M-V def2-TZVPD def2/J DEFGRID3
* xyz 0 1
C -1.49707 1.42591 -1.51299
C 0.54989 1.41970 0.00634
C 0.34815 0.30591 0.69031
C -0.95207 -0.45043 0.49883
H -1.42690 2.15963 -2.37868
H -1.32027 0.27711 -1.65915
H -2.45559 1.56408 -0.95439
H 1.37998 2.25197 0.29481
H -1.03363 -1.22437 1.42032
H -1.96262 0.01018 0.36463
H 1.24999 -1.16150 -1.24677
O -0.33487 2.06349 -0.79944
S -0.66972 -1.76933 -0.85093
Cl 1.66295 -0.48719 1.53381
*
```

Its lowest unoccupied orbital energy is -1.14 eV. As for the maximum force: 4.66 eV/A. As for the HOMO energy: -8.59 eV. For the HOMO-LUMO gap, the calculation gives 7.45 eV.

5.
Formula: C19H36N12O13
Source: the Open Molecules 2025 dataset
Level of theory: ωB97M-V with the def2-TZVPD basis set

The geometry in ORCA input format:
```
! RIJCOSX wB97M-V def2-TZVPD def2/J DEFGRID3
* xyz -2 1
C -0.89746 0.21829 -1.22145
O -0.29645 1.30721 -1.21426
O -2.00041 0.09980 -1.62446
O -0.36912 -0.73226 -0.59468
C 6.46567 5.27688 2.09495
C 6.79977 5.64280 3.48044
C 5.82378 5.40524 4.47570
C 4.63959 4.74724 4.19435
C 4.35996 4.48031 2.89280
C 5.13485 4.82425 1.82209
O 4.65718 4.54187 0.57350
O 6.14542 5.79145 5.72752
H 7.11362 5.46632 1.25193
H 7.78173 6.05106 3.66879
H 3.94373 4.70263 5.01908
H 3.35538 4.19942 2.61296
H 3.85811 4.01733 0.66259
H 7.04022 6.09012 5.54939
C 2.96309 -7.36619 4.01781
C 3.35268 -7.67964 5.35029
C 3.30363 -6.71690 6.41151
C 2.87668 -5.43922 6.13965
C 2.28261 -5.19476 4.84901
C 2.33094 -6.10262 3.82504
O 1.74932 -5.84556 2.60368
O 3.80251 -7.05862 7.64196
H 3.14863 -8.09024 3.23825
H 3.88218 -8.58814 5.59656
H 2.77009 -4.73634 6.95268
H 1.67525 -4.32114 4.66376
H 1.67310 -4.92442 2.34424
H 3.87745 -6.37979 8.31663
C -7.95125 0.54661 0.73077
O -8.94298 0.33667 1.27946
N -7.75911 1.36553 -0.26262
N -6.77351 0.29112 1.26596
H -6.83645 1.73588 -0.44051
H -8.54902 1.82844 -0.68907
H -5.92052 0.72854 0.94790
H -6.74001 -0.30837 2.07811
C -0.85730 -4.03664 -6.36465
O -1.33693 -4.79191 -5.55974
N -0.78328 -2.73944 -6.20577
N -0.24040 -4.36022 -7.43285
H -0.15812 -2.20770 -6.79444
H -1.03801 -2.40774 -5.28642
H 0.29796 -3.73758 -8.01816
H -0.34130 -5.28956 -7.81524
C -1.78503 6.11160 -4.37884
O -1.95984 7.06484 -5.13458
N -0.90151 6.09160 -3.39703
N -2.29336 4.94142 -4.49314
H -0.71834 5.19742 -2.96460
H -0.20962 6.82688 -3.36983
H -2.11491 4.11601 -3.93909
H -2.98039 4.99697 -5.23137
C 5.20348 -1.72180 -1.55406
O 6.37233 -1.82137 -1.89251
N 4.14751 -2.02565 -2.28516
N 4.62192 -1.37270 -0.40201
H 3.19229 -1.96623 -1.96249
H 4.27745 -2.15856 -3.27791
H 5.22467 -1.30152 0.40528
H 3.62193 -1.23099 -0.40945
C -2.18767 2.92276 4.00323
O -2.62472 3.42097 5.00754
N -1.87118 3.64678 2.99263
N -1.84283 1.68109 3.82624
H -2.37817 4.51368 3.10009
H -1.59681 3.16851 2.14641
H -1.33140 1.37842 3.00959
H -2.07060 0.98111 4.51779
C -7.18305 -2.20477 -5.53569
O -6.81042 -3.27172 -4.96311
N -6.43992 -1.07017 -5.40494
N -8.02951 -2.09601 -6.54938
H -5.65613 -1.04287 -4.76852
H -6.78757 -0.23225 -5.84892
H -7.85525 -1.22578 -7.03148
H -8.34674 -2.95792 -6.96958
*
```

Its lowest unoccupied orbital energy is 3.13 eV. As for the maximum force: 9.19 eV/A. As for the HOMO energy: 1.45 eV. For the HOMO-LUMO gap, the calculation gives 1.68 eV.